# C3HBrClN

2 unconnected molecules or ions with the total composition C3HBrClN (wB97M-V/def2-TZVPD, the OMol25 dataset).

```
! wB97M-V def2-TZVPD RIJCOSX def2/J DEFGRID3
* xyz 0 1
C 1.1233 1.3590 -0.5013
C -1.1369 -0.8917 -0.2108
C 0.6338 0.3399 0.2974
N 1.1920 2.0253 -1.4475
Cl -1.3905 -2.0100 0.9188
Br 1.4348 -0.7515 1.4670
H -1.8563 -0.0710 -0.5235
*
```

The value obtained for the LUMO energy (alpha / beta) is -1.29 / -1.25 eV. The value obtained for the energy above the lowest of the compared OMol25 structures with the same formula, charge and spin is 127.60 kcal per mole. The value obtained for the gap between HOMO and LUMO (alpha / beta) is 7.54 / 8.07 eV. The highest occupied orbital energy (alpha / beta) is -8.83 / -9.33 eV. The total energy is -3203.63851 Ha.

Results of the Mulliken charge analysis, in e, for atoms 1 through 5: 0.47, -0.14, -0.22, -0.37, -0.03



# C4H5NO

A single C4H5NO molecule (wB97M-V/def2-TZVPD, the OMol25 dataset).

```
! wB97M-V def2-TZVPD RIJCOSX def2/J DEFGRID3
* xyz 0 1
O -1.7938 1.6448 -0.6075
C -1.5894 1.0657 0.4440
N -0.4363 0.4311 0.7530
C 0.5084 0.3461 -0.3770
C 1.1336 -0.9801 -0.4906
C 1.5958 -2.0886 -0.4882
H -2.3746 0.9852 1.2367
H -0.3794 -0.0171 1.6829
H 0.0455 0.5463 -1.3906
H 1.2667 1.1308 -0.3152
H 2.0235 -3.0643 -0.4474
*
```

The value obtained for the LUMO energy is 0.86 eV. The value obtained for the energy above the lowest of the compared OMol25 structures with the same formula, charge and spin is 46.10 kcal per mole. The value obtained for the gap between HOMO and LUMO is 10.76 eV. The highest occupied orbital energy is -9.90 eV. The total energy is -285.34113 Ha.

Results of the Mulliken charge analysis, in e, for atoms 1 through 5: -0.56, 0.05, -0.15, -0.63, -0.38



# C20H29N3O5S

A single C20H29N3O5S molecule (wB97M-V/def2-TZVPD, the OMol25 dataset).

```
! wB97M-V def2-TZVPD RIJCOSX def2/J DEFGRID3
* xyz 0 1
C -4.1956 -0.0716 -2.3913
C -5.1180 0.9815 -1.7850
C -5.9687 0.4545 -0.6234
H -6.8983 1.0239 -0.5713
H -6.2289 -0.5910 -0.8052
C -5.2956 0.5890 0.7474
N -4.1211 -0.2360 0.8720
C -4.1291 -1.5749 1.0559
C -2.8130 -1.9790 1.0619
N -2.0132 -0.9196 0.8775
C -2.8093 0.1352 0.7557
C -2.3169 1.4986 0.6086
O -3.0184 2.4885 0.7332
C -0.8534 1.5965 0.3590
C -0.2004 0.7402 -0.5245
C 1.1697 0.8363 -0.6881
C 1.8747 1.7728 0.0436
C 1.2373 2.6588 0.8912
C -0.1360 2.5803 1.0367
H -0.6640 3.2561 1.6926
H 1.8291 3.3834 1.4277
S 3.6609 1.7642 -0.0528
O 4.1643 2.7734 0.8389
O 4.0666 1.8163 -1.4290
N 4.0062 0.2358 0.5282
C 4.9663 -0.5577 -0.2033
H 5.8433 -0.7790 0.4162
C 4.3625 -1.8791 -0.6999
O 3.2771 -1.7153 -1.5793
C 3.6157 -1.1883 -2.8464
H 3.8721 -0.1257 -2.7938
H 2.7331 -1.3164 -3.4718
H 4.4521 -1.7429 -3.2872
H 3.9671 -2.4421 0.1483
H 5.1590 -2.4654 -1.1846
H 5.2888 0.0437 -1.0543
C 3.9323 0.1042 1.9656
C 2.5889 -0.4278 2.4975
O 2.3649 -1.7896 2.2140
C 1.4008 -2.0504 1.2125
H 1.7291 -1.7073 0.2291
H 0.4379 -1.5843 1.4505
H 1.2832 -3.1329 1.1963
H 1.7625 0.1848 2.1240
H 2.6229 -0.3376 3.5911
H 4.1010 1.0943 2.4036
H 4.7227 -0.5700 2.3051
H 1.7030 0.1778 -1.3532
H -0.7592 0.0012 -1.0746
H -2.4090 -2.9627 1.1912
H -5.0374 -2.1302 1.1743
H -4.9994 1.6259 0.9124
H -6.0026 0.2903 1.5280
H -5.7859 1.3399 -2.5710
H -4.5294 1.8343 -1.4429
H -3.4722 -0.4409 -1.6699
H -3.6462 0.3534 -3.2281
H -4.7741 -0.9174 -2.7588
*
```

The value obtained for the LUMO energy is -0.35 eV. The value obtained for the energy above the lowest of the compared OMol25 structures with the same formula, charge and spin is 80.85 kcal per mole. The value obtained for the gap between HOMO and LUMO is 8.71 eV. The highest occupied orbital energy is -9.06 eV. The total energy is -1718.11602 Ha.

Results of the Mulliken charge analysis, in e, for atoms 1 through 5: -1.03, -0.35, -0.52, 0.37, 0.31



# CH4N3O3

A gas-phase ion, CH4N3O3 (charge -1) (wB97M-V/def2-TZVPD, the OMol25 dataset).

```
! wB97M-V def2-TZVPD RIJCOSX def2/J DEFGRID3
* xyz -1 1
C -0.7563 -0.5562 0.2294
N 1.8785 0.0311 -0.9006
N 1.0069 0.9235 -0.4310
N 2.9719 0.5184 -1.2376
O 3.0780 1.9837 -1.1104
O 4.0159 -0.0924 -1.5328
O -0.3464 0.4858 -0.6043
H -0.0783 -0.6749 1.0786
H -0.8078 -1.5091 -0.3191
H -1.7613 -0.3061 0.6016
H 2.1072 2.1813 -0.9900
*
```

The value obtained for the LUMO energy is 4.13 eV. The value obtained for the energy above the lowest of the compared OMol25 structures with the same formula, charge and spin is 110.18 kcal per mole. The value obtained for the gap between HOMO and LUMO is 6.60 eV. The highest occupied orbital energy is -2.47 eV. The total energy is -430.30932 Ha.

Results of the Mulliken charge analysis, in e, for atoms 1 through 5: -0.54, -0.28, -0.55, 0.90, -0.60